<1>
Here is a single C4H10N2Si molecule from the OMol25 dataset. Energies are from ωB97M-V with the def2-TZVPD basis set.

Its spin multiplicity is 1. As for the structure (SMILES): C/N=C/C=N\[SiH2]C. Its gap between HOMO and LUMO is 9.22 eV.

Each line ends with the Mulliken charge.
CARTESIAN COORDINATES (ANGSTROEM)
C -2.77388 -0.30122 0.78939  -1.009
N -1.77296 0.22351 0.04619  -0.311
C -1.22433 1.32352 0.29331  -0.020
C 0.07982 1.64640 -0.44713  -0.395
N 0.93888 0.76917 -0.78179  -0.279
Si 1.11531 -0.92292 -0.59315  0.351
C 2.99974 -0.70998 -0.38102  -0.951
H -2.51869 -0.25080 1.81833  0.406
H -3.69138 0.07773 0.51099  0.396
H -3.06813 -1.38310 0.50032  0.257
H -1.67512 1.91180 1.04576  0.492
H 0.34120 2.62500 -0.62320  0.452
H 0.17905 -1.33588 0.40752  -0.148
H 0.84501 -1.65020 -1.83466  -0.119
H 3.00845 0.17996 0.32598  0.237
H 3.57878 -1.55567 0.14373  0.300
H 3.63824 -0.64732 -1.22059  0.342

=====

<2>
Here is a single C4H10N2Si molecule from the OMol25 dataset. Energies are from ωB97M-V with the def2-TZVPD basis set.

Its spin multiplicity is 1. As for the structure (SMILES): [H]/N=N/[C@](C)([SiH3])C=C. Its gap between HOMO and LUMO is 9.43 eV.

Each line ends with the Mulliken charge.
CARTESIAN COORDINATES (ANGSTROEM)
H -2.72567 1.74092 -0.53938  0.250
N -2.05124 1.20902 0.13690  -0.594
N -1.05104 0.98119 -0.59681  -0.122
C 0.02550 0.16805 -0.21599  0.806
C 1.32878 1.35585 -0.71963  -1.105
Si -0.50778 -1.56779 -1.00393  0.368
C 0.24173 -0.18229 1.22783  -0.631
C -0.54950 0.18556 2.20369  -0.694
H 1.02436 2.36909 -0.22689  0.305
H 2.27524 1.02445 -0.45334  0.380
H 1.20040 1.35863 -1.74736  0.392
H -1.65513 -1.85920 -0.15397  -0.055
H 0.49809 -2.60043 -0.64976  -0.115
H -0.51067 -1.54726 -2.54970  -0.095
H 0.91986 -1.04404 1.37881  0.320
H -0.37522 -0.31309 3.18532  0.216
H -1.30638 0.87399 2.18091  0.374

=====

Order from most stable to least stable according to the calculation: <1>, <2>

=====

<1>
Here is a 2-piece molecular cluster, CH5O2P overall from the OMol25 dataset. Energies are from ωB97M-V with the def2-TZVPD basis set.

Its spin multiplicity is 1. Its gap between HOMO and LUMO (alpha / beta) is 7.05 / 8.70 eV.

Each line ends with the Mulliken charge.
CARTESIAN COORDINATES (ANGSTROEM)
C -0.49188 0.32899 -1.24654  -0.536
O 0.20853 1.43371 -1.50329  -0.388
O 0.30174 0.00404 2.43059  -0.456
P 1.14297 -0.94428 1.31604  0.081
H -0.45939 -0.55401 -1.86234  0.277
H -0.84892 0.16327 -0.26832  0.306
H 0.60774 1.39885 -2.30433  0.319
H -0.55582 0.17067 2.02411  0.353
H 0.09504 -2.00124 1.41407  0.044

=====

<2>
Here is a single CH5O2P molecule from the OMol25 dataset. Energies are from ωB97M-V with the def2-TZVPD basis set.

Its spin multiplicity is 1. As for the structure (SMILES): OCPO. Its gap between HOMO and LUMO is 9.66 eV.

Each line ends with the Mulliken charge.
CARTESIAN COORDINATES (ANGSTROEM)
O 1.50379 -0.32956 0.47541  -0.518
C 0.68509 0.39950 -0.38824  -0.311
P -1.03191 0.65815 0.40348  0.130
O -1.63070 -0.81771 -0.02562  -0.468
H 1.68451 -1.26915 0.48053  0.306
H 0.49864 0.05867 -1.43345  0.247
H 1.18528 1.40517 -0.56460  0.284
H -0.63006 0.50122 1.65589  0.019
H -2.26464 -0.60629 -0.60340  0.309

=====

Order from most stable to least stable according to the calculation: <2>, <1>